1.
ORCA calculation (the ωB97M-V functional and the def2-TZVPD basis) on one molecule with the formula C5H4O2.

Bonds (Å) are listed after each position.
Element x y z (Å)
1 O 1.828 1.553 1.000  C2 1.202
2 C 1.026 0.792 0.527  O1 1.202, C3 1.490, C6 1.557
3 C 1.052 -0.677 0.287  C2 1.490, C4 1.351, H8 1.084
4 C -0.155 -1.029 -0.206  C3 1.351, C5 1.501, H9 1.081
5 C -1.220 -0.031 0.147  C4 1.501, C6 1.538, H10 1.095, H11 1.088
6 C -0.269 1.098 -0.283  C2 1.557, C5 1.538, O7 1.200
7 O -0.359 1.720 -1.306  C6 1.200
8 H 1.981 -1.220 0.157  C3 1.084
9 H -0.310 -1.709 -1.032  C4 1.081
10 H -1.429 -0.022 1.222  C5 1.095
11 H -2.145 -0.074 -0.423  C5 1.088

Properties
**2S+1**: 1
**Gap between HOMO and LUMO**: 9.050 eV
**E_HOMO**: -9.31 eV
**Net charge**: 0
**Lowest unoccupied orbital energy**: -0.259 eV

Löwdin population analysis, charges in e, atoms 1 to 2: O 0.13; C -0.32


2.
ORCA calculation (the ωB97M-V functional and the def2-TZVPD basis) on a 2-piece molecular cluster, C15H25N2O6S overall in a non-equilibrium geometry.

Bonds (Å) are listed after each position.
Element x y z (Å)
1 C -2.493 -0.342 0.038  C2 1.635, H18 1.142, H19 1.145, H20 1.143
2 C -2.812 -0.783 -1.503  C1 1.635, O3 1.459, C4 1.632, H21 1.163
3 O -3.800 -1.854 -1.588  C2 1.459, H22 0.991
4 C -3.207 0.502 -2.428  C2 1.632, N5 1.501, H23 1.160, H24 1.145
5 N -2.768 0.370 -3.857  C4 1.501, C6 1.520, H25 1.032
6 C -1.535 1.209 -4.150  N5 1.520, C7 1.606, H26 1.158, H27 1.142
7 C -0.285 0.414 -3.532  C6 1.606, O8 1.497, H28 1.161, H29 1.145
8 O 1.019 1.118 -3.747  C7 1.497, C9 1.439
9 C 1.769 0.805 -2.559  O8 1.439, C10 1.576, N17 1.438
10 C 2.084 -0.725 -2.348  C9 1.576, C11 1.562, H30 1.151
11 C 2.857 -1.163 -1.063  C10 1.562, C12 1.596, C15 1.569
12 C 3.164 -2.709 -0.810  C11 1.596, O13 1.261, O14 1.443
13 O 3.768 -3.404 -1.672  C12 1.261
14 O 2.679 -3.259 0.434  C12 1.443, H31 0.987
15 C 3.271 -0.038 -0.051  C11 1.569, C16 1.551, H32 1.151
16 C 2.910 1.436 -0.369  C15 1.551, N17 1.469, H33 1.142
17 N 2.180 1.787 -1.594  C9 1.438, C16 1.469, H34 1.036
18 H -1.371 -0.310 0.248  C1 1.142
19 H -2.917 0.690 0.297  C1 1.145
20 H -2.968 -1.112 0.737  C1 1.143
21 H -1.815 -1.247 -1.882  C2 1.163
22 H -3.264 -2.685 -1.663  O3 0.991
23 H -2.639 1.418 -1.998  C4 1.160
24 H -4.338 0.651 -2.328  C4 1.145
25 H -2.457 -0.607 -3.975  N5 1.032
26 H -1.472 1.228 -5.307  C6 1.158
27 H -1.649 2.285 -3.787  C6 1.142
28 H -0.430 0.410 -2.380  C7 1.161
29 H -0.217 -0.659 -3.925  C7 1.145
30 H 1.742 -1.523 -3.102  C10 1.151
31 H 1.746 -2.942 0.477  O14 0.987
32 H 3.812 -0.382 0.906  C15 1.151
33 H 3.195 2.263 0.366  C16 1.142
34 H 1.915 2.770 -1.787  N17 1.036
35 C 0.417 1.302 4.940  C36 1.530, C41 1.523, H42 1.092, H43 1.095
36 C 0.816 -0.173 5.018  C35 1.530, C37 1.530, H44 1.095, H45 1.092
37 C 0.032 -0.918 3.936  C36 1.530, S38 1.789, H46 1.091, H47 1.091
38 S -0.287 0.274 2.640  C37 1.789, O39 1.442, O40 1.451, C41 1.784
39 O -1.709 0.502 2.567  S38 1.442
40 O 0.505 -0.066 1.473  S38 1.451
41 C 0.467 1.666 3.462  C35 1.523, S38 1.784, H48 1.090, H49 1.093
42 H 1.083 1.934 5.531  C35 1.092
43 H -0.600 1.431 5.324  C35 1.095
44 H 1.890 -0.270 4.829  C36 1.095
45 H 0.619 -0.593 6.007  C36 1.092
46 H 0.604 -1.752 3.527  C37 1.091
47 H -0.929 -1.274 4.311  C37 1.091
48 H -0.080 2.579 3.226  C41 1.090
49 H 1.499 1.743 3.110  C41 1.093

Properties
**2S+1**: 1
**Gap between HOMO and LUMO**: 6.362 eV
**E_HOMO**: -11.53 eV
**Net charge**: +1
**Lowest unoccupied orbital energy**: -5.172 eV

Löwdin population analysis, charges in e, atoms 1 to 2: C -0.07; C -0.37